No. 1
{"formula": "C4H9N3", "method": "ωB97M-V with the def2-TZVPD basis set", "total_charge": 0, "smiles": "[H]/N=C(C)\\C(N)=N/C", "species": ["C", "C", "C", "N", "H", "H", "H", "H", "H", "H", "H", "N", "C", "N", "H", "H"], "coordinates": [[-0.25942, -0.96144, 1.41061], [-1.14906, -0.53924, -1.40153], [-0.29038, 0.24264, 0.48892], [-1.01225, 1.30746, 0.73285], [-0.55336, 2.15114, 0.37737], [-1.25009, -1.10685, 1.84360], [0.03686, -1.86487, 0.87715], [-1.09827, -1.39564, -2.07135], [-1.53822, 0.34319, -1.90330], [-1.89947, -0.88255, -0.68910], [0.46567, -0.77387, 2.20625], [2.12357, 0.80748, 0.02004], [0.92732, 0.32050, -0.41979], [0.61787, -0.12483, -1.56163], [2.09610, 1.44520, 0.80258], [2.78312, 1.03169, -0.71266]], "forces_ev_per_a": [[-1.002, -0.107, -0.721], [1.794, -0.428, -3.451], [1.955, 3.098, 2.505], [1.082, -1.797, 0.272], [-0.343, -0.278, -0.544], [0.094, -0.017, 0.132], [0.017, 0.017, 0.010], [-0.052, 0.229, -0.491], [-0.094, -0.193, -0.037], [0.937, 0.394, 1.182], [-0.078, 0.121, -0.125], [0.186, 0.000, -0.316], [-1.821, 0.070, 1.169], [-2.743, -1.042, 0.414], [0.013, -0.102, -0.174], [0.055, 0.034, 0.174]], "mulliken_charge": [-1.178, -0.945, 0.609, -0.719, 0.252, 0.393, 0.366, 0.353, 0.364, 0.380, 0.340, -0.448, 0.318, -0.620, 0.258, 0.276]}

No. 2
{"formula": "C11H34InO6S5", "method": "ωB97M-V with the def2-TZVPD basis set", "total_charge": 4, "s_squared": 1.7701, "spin_multiplicity": 2, "species": ["In", "C", "O", "H", "H", "H", "H", "C", "S", "O", "C", "H", "H", "H", "H", "H", "H", "C", "S", "O", "C", "H", "H", "H", "H", "H", "H", "C", "S", "O", "C", "H", "H", "H", "H", "H", "H", "C", "S", "O", "C", "H", "H", "H", "H", "H", "H", "C", "S", "O", "C", "H", "H", "H", "H", "H", "H"], "coordinates": [[-0.31204, -0.61172, 0.77884], [2.33468, 1.17067, 3.09992], [1.01913, 1.27126, 2.68221], [2.73513, 0.15918, 3.03197], [2.99899, 1.88528, 2.61401], [2.35370, 1.48183, 4.14439], [0.73326, 2.12974, 3.00297], [-0.36525, -0.32111, -4.65329], [0.99651, -0.08492, -3.45684], [0.56289, -0.53873, -2.06553], [2.18594, -1.43910, -3.99185], [-1.24121, 0.32714, -4.62930], [-0.81304, -1.31486, -4.66050], [0.00465, -0.15156, -5.66450], [3.01852, -1.43236, -3.28840], [2.62597, -1.34863, -4.98498], [1.69104, -2.40901, -3.94223], [-3.77683, 2.82891, 2.70811], [-2.13074, 3.25582, 2.10788], [-1.49741, 1.94817, 1.74455], [-2.60642, 4.13398, 0.57733], [-4.54326, 2.52372, 1.99568], [-4.22867, 3.64808, 3.26749], [-3.53740, 1.94757, 3.30310], [-3.48621, 3.79568, 0.02996], [-1.89675, 3.83715, -0.19492], [-2.59883, 5.21869, 0.68435], [1.90460, 3.34314, -2.18994], [0.85496, 3.27749, -0.64234], [0.89811, 1.81646, -0.14098], [1.89910, 4.16212, 0.58433], [2.82179, 2.75421, -2.19518], [2.14643, 4.40429, -2.25001], [1.29860, 3.15935, -3.07710], [1.62592, 3.84628, 1.59118], [1.80803, 5.23377, 0.40719], [2.94976, 3.91918, 0.42572], [-4.23984, -3.20914, -1.96865], [-2.77219, -2.16604, -2.57678], [-1.89812, -1.78439, -1.38080], [-1.91185, -3.54671, -3.45980], [-4.96533, -2.57435, -1.45992], [-3.95308, -3.95827, -1.23063], [-4.81664, -3.81926, -2.66375], [-0.88343, -3.26763, -3.68905], [-2.32699, -3.66037, -4.46122], [-2.10311, -4.52979, -3.02959], [3.09721, -2.75597, 4.65609], [1.44839, -2.73060, 3.79256], [1.65605, -2.12085, 2.42250], [1.23911, -4.60694, 3.51476], [3.81946, -3.18518, 3.96167], [3.10414, -3.36238, 5.56181], [3.48887, -1.75791, 4.85252], [2.06652, -4.94081, 2.88866], [0.27629, -4.75678, 3.02628], [1.24088, -5.09376, 4.49001]], "forces_ev_per_a": [[0.011, 0.474, -0.465], [1.593, 0.603, 1.491], [-1.420, -0.320, -0.630], [-0.226, 0.107, -0.318], [0.103, -0.245, -0.498], [0.378, -0.328, 0.324], [-0.307, -0.079, -0.085], [-0.783, 0.156, -0.811], [-0.453, -2.553, -0.351], [0.287, 0.811, -1.273], [0.405, 0.068, 0.277], [0.367, 0.607, 0.921], [0.670, -0.317, 0.568], [0.759, 0.045, 0.082], [-0.184, 0.254, 0.215], [-0.430, 0.716, -0.161], [-0.468, 0.258, 0.191], [-0.141, -0.537, 1.348], [-2.682, -0.100, -2.091], [0.050, 0.557, 0.157], [1.174, 0.149, -1.292], [0.699, 0.148, -0.905], [0.441, 0.048, 0.372], [-0.336, 0.214, 0.588], [-0.816, -0.315, 1.243], [0.901, 0.332, 0.369], [0.043, -0.100, 0.354], [-0.538, 1.045, 0.736], [1.289, -1.675, 0.125], [-0.431, 0.736, -0.718], [0.449, -0.003, -1.077], [-0.182, -0.091, 0.506], [0.285, 0.093, -0.103], [-0.243, -0.260, 0.276], [-0.320, 0.127, -0.241], [-0.254, 0.027, 0.246], [-0.029, -0.241, -0.048], [0.167, 0.091, 0.754], [-0.615, -1.640, 0.208], [-0.362, -0.321, -0.300], [-0.745, 0.258, -0.554], [0.257, 0.416, -0.198], [0.790, 0.244, 0.128], [0.456, 0.537, -0.944], [0.157, -0.230, 0.774], [-0.574, 0.405, -0.092], [0.617, 0.231, 0.543], [0.422, 0.500, -0.332], [2.051, -1.958, -0.521], [-0.314, -0.312, 1.135], [-0.598, 0.717, 0.072], [-0.340, -0.296, -0.386], [-0.648, 0.061, 0.041], [-0.595, 0.192, 0.164], [0.099, 0.323, 0.047], [0.060, 0.118, 0.017], [0.052, 0.250, 0.123]], "mulliken_charge": [0.970, -0.676, -0.278, 0.119, 0.270, 0.393, 0.175, -0.803, 0.706, -0.114, -0.920, 0.387, 0.105, 0.451, 0.358, 0.446, 0.305, -0.979, 0.701, -0.151, -0.593, 0.377, 0.437, 0.385, 0.355, 0.039, 0.454, -1.127, 0.462, -0.519, -0.949, 0.346, 0.474, 0.334, 0.141, 0.496, 0.375, -1.066, 0.424, -0.573, -0.791, 0.352, 0.366, 0.411, 0.056, 0.466, 0.385, -0.898, 0.715, -0.241, -0.894, 0.390, 0.439, 0.328, 0.377, 0.358, 0.442]}

| no. | total energy (eV) |
| --- | --- |
| 1 | -8761.0334 |
| 2 | -83543.8241 |